Record 1
22
Properties=species:S:1:pos:R:3:forces:R:3:lowdin_charge:R:1 method="wB97M-V/def2-TZVPD" total_charge=+2
C -0.2714 -2.4798 -1.4613 -1.9743 1.2236 -1.4367 -0.026
C 0.7628 -2.4053 -0.5675 0.4153 -1.5677 1.6525 0.006
C -1.1988 -1.4123 -1.5353 1.0695 1.0302 1.2323 0.059
C 0.8385 -1.3248 0.3877 0.1541 -0.6807 -1.2808 -0.001
C -1.0683 -0.3003 -0.6987 3.0822 -1.8729 1.9716 -0.178
C 0.0076 -0.2374 0.3421 -1.7770 -0.8674 -2.6977 -0.256
C -2.8478 1.3828 -1.0544 -0.0390 -1.3142 1.1169 0.354
C 1.1993 2.3259 -0.2283 -0.4567 1.4342 2.0765 0.261
N -2.0242 0.6202 -0.7635 -2.3237 2.9510 -1.1080 0.153
N 0.0976 0.8981 1.1144 1.5311 2.4172 -1.6855 0.001
N 0.8719 0.6650 2.2858 1.2124 5.2150 2.5793 0.130
H -0.5367 -3.2345 -2.2134 1.0033 -0.2608 0.7100 0.141
H 1.4008 -3.3564 -0.4737 -0.5938 1.9475 -0.0514 0.165
H -2.0332 -1.2864 -2.1892 -0.3038 -0.8634 -0.7104 0.132
H 1.6204 -1.2524 1.1136 0.6401 -0.6411 0.0894 0.106
H -3.8595 1.8301 -1.0555 0.9265 0.0252 -0.2035 0.167
H 0.2767 2.9109 -0.4301 0.7391 -0.7840 -0.0063 0.057
H 2.0116 2.9971 0.2779 -1.6170 -1.6664 -0.3201 0.106
H 1.5984 1.6378 -0.9432 -0.1689 -0.6116 -0.2416 0.046
H 1.9248 0.8041 2.4035 -1.0674 -0.2600 -1.3438 0.213
H 0.6969 -0.2015 2.6616 -0.8887 -2.9525 1.3226 0.118
H 0.5326 1.4191 3.0275 0.4365 -1.9009 -1.6653 0.245

=====

Record 2
This record from the Open Molecules 2025 dataset describes an isolated molecule of C8H11N3O at a distorted geometry. The level of theory is ωB97M-V/def2-TZVPD.

The geometry in XYZ format:
```
23
Properties=species:S:1:pos:R:3:forces:R:3:lowdin_charge:R:1
C -2.2169 0.7014 -1.1176 0.1857 -1.4733 -0.3879 -0.153
C -3.5185 0.7992 0.5641 0.6704 0.4258 0.4059 -0.197
C -1.4443 0.3614 -0.0170 4.0537 -0.8942 -1.4576 -0.095
C 0.9774 0.6581 1.0686 -0.6319 -0.0437 1.8366 -0.533
C 0.9147 -0.2003 -1.4095 -2.7234 0.1935 0.0945 -0.061
C 0.8830 -1.3583 -0.4987 -2.1140 -2.0027 -0.8824 -0.297
C 0.2727 -0.0759 0.0055 -3.4393 1.0943 -1.7277 -0.161
C 2.1360 -1.9731 0.0094 -0.3814 0.3115 2.6856 -0.055
N -3.4860 0.9374 -0.7361 -1.8411 0.2245 1.0697 0.034
N -2.2810 0.4800 1.0380 0.3226 0.0192 0.7350 0.077
N 1.9001 1.5716 0.6843 0.9428 1.1470 0.6177 0.161
O 0.7096 0.4364 2.2613 0.5152 0.2619 -1.3875 0.031
H -2.2201 0.4717 -2.1766 1.3361 0.3652 0.0194 0.101
H -4.3005 0.9215 1.2993 -0.3324 0.1769 -0.4827 0.115
H 1.7788 0.3685 -1.6045 1.0429 0.2768 -0.2454 0.084
H 0.1543 -0.2630 -2.2183 0.8362 0.3651 0.5488 0.112
H 0.1322 -2.1495 -0.8651 0.9775 1.3433 0.8614 0.170
H 2.9554 -1.3333 -0.1990 0.9662 0.6138 -0.0234 0.066
H 2.3095 -2.8954 -0.4714 0.1982 -1.1028 -0.5685 0.061
H 2.1089 -2.1604 1.1356 -0.0031 0.2063 -1.4165 0.115
H -1.9756 0.6399 1.9867 0.0646 -0.4642 0.0461 0.151
H 1.7998 2.0451 -0.2366 0.3488 -0.6206 1.3886 0.127
H 2.4106 2.0171 1.4977 -0.9942 -0.4235 -1.7297 0.147
```
Forces are in eV/Å.

=====

Computed frontier orbital gap (eV) in order:
7.44; 9.42